No. 1
Entry from OMol25: C6H11N in the gas phase (ωB97M-V with the def2-TZVPD basis set).

CARTESIAN COORDINATES (ANGSTROEM)
N  -0.301  1.790  0.594
C  -0.153  0.620  1.060
C  2.245  0.266  0.214
C  -1.380  -0.892  -0.548
C  0.135  -0.949  -0.644
C  -2.125  0.098  -1.039
C  0.899  -0.338  0.598
H  -3.199  0.150  -0.873
H  1.050  -1.117  1.355
H  2.886  -0.484  -0.264
H  -1.679  0.917  -1.603
H  2.105  1.102  -0.476
H  -1.297  2.012  0.696
H  0.437  -0.355  -1.514
H  0.454  -1.984  -0.800
H  -1.868  -1.670  0.040
H  2.771  0.644  1.098
H  -0.978  0.079  1.537

The net charge is 0. As for the energy above the lowest of the compared OMol25 structures with the same formula, charge and spin: 167.9 kJ/mol. The SMILES is [H]/N=C/[C@H](C)CC=C. The HOMO energy is -9.4 eV. Its frontier orbital gap is 10.47 eV.

---

No. 2
Entry from OMol25: 2 unconnected molecules or ions with the total composition C6H9O6PS (ωB97M-V with the def2-TZVPD basis set).

CARTESIAN COORDINATES (ANGSTROEM)
S  0.655  -0.988  -0.418
P  0.345  -0.677  2.139
O  0.294  -2.247  -1.398
O  2.059  -1.244  -0.134
O  0.363  1.884  -0.797
O  -0.289  -1.615  1.015
O  1.417  -1.433  2.906
O  0.901  0.601  1.641
C  -0.546  1.768  0.119
C  -1.539  2.021  0.700
C  -0.981  -2.219  -2.043
C  1.557  2.458  -0.360
C  -2.261  0.028  -1.314
C  -1.654  -0.976  -1.613
H  -2.117  1.725  1.482
H  1.508  3.506  -0.190
H  2.017  1.894  0.337
H  -0.751  -0.540  2.824
H  -1.537  -3.131  -1.708
H  2.167  -1.699  2.200
H  -2.915  0.804  -1.095
H  -1.003  -2.213  -3.124
H  2.314  2.291  -1.167

The net charge is 0. As for the energy above the lowest of the compared OMol25 structures with the same formula, charge and spin: 262.8 kJ/mol. The HOMO energy is -9.1 eV. Its frontier orbital gap is 9.66 eV.

---

No. 3
Entry from OMol25: 8 unconnected molecules or ions with the total composition C45H112N8O12 (ωB97M-V with the def2-TZVPD basis set).

CARTESIAN COORDINATES (ANGSTROEM)
O  -1.514  0.538  0.492
O  -2.478  2.328  -3.451
O  4.213  -3.353  -5.240
O  -4.944  -4.673  -0.898
O  3.443  6.281  3.765
O  2.108  -4.062  -10.182
O  -4.306  5.303  6.894
O  -10.300  -4.912  2.031
O  6.361  -0.090  1.792
O  7.204  8.979  4.143
O  -3.000  -5.089  3.530
O  6.558  -5.385  4.443
N  0.940  -2.240  0.672
N  5.554  -3.471  2.758
N  -6.676  -3.895  2.481
N  2.728  -2.337  -7.992
N  -1.454  2.606  -4.292
N  -3.574  -6.591  0.987
N  6.425  6.656  2.657
N  -7.203  6.910  5.099
C  2.262  -2.725  -10.320
C  6.515  -2.464  2.273
C  -5.285  6.414  6.467
C  -1.483  0.265  -5.132
C  -6.359  5.813  5.602
C  3.160  -1.962  -9.342
C  7.218  9.981  5.159
C  -2.715  -7.115  2.046
C  5.789  5.720  3.559
C  -11.541  -4.277  1.813
C  -1.002  4.023  -4.233
C  -2.344  -4.071  4.350
C  -9.299  -3.950  2.192
C  3.653  -2.112  -5.600
C  -7.921  -4.667  2.547
C  5.701  7.918  2.408
C  7.059  -5.441  3.112
C  -2.900  -5.912  -0.149
C  0.472  -0.891  0.788
C  3.797  -1.883  -7.074
C  -3.947  -5.625  -1.282
C  -6.109  -4.657  -1.795
C  -5.904  5.018  4.310
C  5.828  8.825  3.641
C  4.323  5.242  3.270
C  1.061  -4.547  -11.008
C  -1.918  5.019  -4.940
C  -1.397  1.775  -5.490
C  0.572  3.356  -6.170
C  -3.071  5.758  7.282
C  7.251  -6.183  5.361
C  -8.004  -5.189  3.961
C  1.429  -0.151  -0.079
C  2.126  6.145  3.305
C  -0.872  4.577  -2.783
C  -1.040  -0.790  0.406
C  3.714  -3.740  -3.969
C  6.136  -1.065  2.832
C  0.061  1.888  -6.046
C  -2.106  -6.062  3.021
C  5.826  -4.880  2.311
C  -1.672  1.045  1.841
C  0.403  4.030  -4.823
C  7.720  -0.017  1.310
C  -2.437  2.125  -6.564
H  4.744  -2.396  -7.241
H  -2.881  5.196  -4.461
H  6.881  -6.214  6.386
H  -0.679  -0.030  -4.458
H  -3.313  -7.835  2.604
H  -9.038  -3.427  1.272
H  -5.748  6.801  7.375
H  1.269  -2.278  -10.267
H  6.136  -4.855  1.266
H  -1.555  -6.561  3.817
H  -2.654  6.460  6.559
H  0.617  -0.607  1.831
H  0.791  1.349  -5.441
H  -7.250  -5.912  4.272
H  -1.299  -1.249  -0.548
H  3.112  -0.898  -9.573
H  -7.724  7.303  5.870
H  2.634  -3.632  -3.870
H  -7.814  -4.336  4.613
H  4.963  -5.520  2.493
H  -6.725  4.791  3.631
H  -1.819  4.631  -2.246
H  8.425  0.248  2.098
H  2.613  -2.413  -11.303
H  2.029  6.267  2.226
H  -4.739  7.201  5.945
H  -7.723  -5.562  1.957
H  -0.277  3.840  -2.244
H  -1.500  -3.605  3.841
H  -1.354  5.896  -5.258
H  7.969  -4.868  2.929
H  -3.359  2.507  -6.127
H  -6.478  -3.810  1.494
H  -9.013  -5.564  4.130
H  -4.200  -5.936  1.433
H  -2.107  1.859  -2.700
H  6.407  4.831  3.685
H  2.583  -2.097  -5.394
H  4.649  7.683  2.246
H  -6.541  -5.657  -1.757
H  7.176  10.926  4.617
H  -1.971  -4.604  5.225
H  1.269  0.894  0.187
H  8.135  10.068  5.741
H  7.491  -2.839  2.582
H  7.833  0.799  0.596
H  -6.951  5.118  6.197
H  2.502  -0.337  -0.046
H  -3.172  6.282  8.232
H  -2.215  -6.553  -0.705
H  0.718  5.046  -5.060
H  4.184  -2.257  -9.570
H  7.202  -6.427  2.670
H  5.139  8.375  4.355
H  -2.291  -0.056  -4.475
H  -2.388  -5.041  0.258
H  -5.521  4.026  4.550
H  4.297  -3.338  -3.140
H  1.162  -5.631  -11.050
H  -12.283  -5.071  1.733
H  -1.999  2.084  1.806
H  5.407  9.815  3.462
H  -2.723  1.202  -7.068
H  6.740  -0.871  3.719
H  7.326  6.788  3.095
H  1.774  -2.288  1.239
H  6.420  9.736  5.859
H  -1.600  -1.319  1.177
H  -2.047  -7.738  1.451
H  4.281  4.841  2.257
H  -9.455  -3.236  3.001
H  -5.664  -4.456  -2.769
H  -11.663  -3.783  0.849
H  -2.292  5.000  7.357
H  -2.369  0.482  2.461
H  -2.919  -3.214  4.699
H  -2.174  4.672  -5.941
H  -5.062  5.545  3.859
H  -3.528  -5.159  -2.174
H  -0.759  1.105  2.433
H  1.493  6.909  3.758
H  2.530  -3.318  -7.862
H  5.741  6.305  4.478
H  5.587  -3.494  3.768
H  1.118  -2.550  -0.273
H  -5.836  -4.276  2.895
H  7.279  -7.197  4.962
H  5.122  -1.036  3.230
H  4.015  -0.830  -7.247
H  -6.843  -3.886  -1.558
H  6.589  -2.303  1.198
H  -1.275  -5.569  2.516
H  -0.442  5.579  -2.792
H  -4.336  -6.562  -1.680
H  -11.694  -3.614  2.665
H  0.032  1.423  -7.031
H  4.133  4.390  3.922
H  4.160  -1.258  -5.152
H  1.638  5.204  3.558
H  -7.868  6.422  4.515
H  0.030  3.887  -6.952
H  0.167  -4.363  -10.412
H  6.071  8.460  1.538
H  3.976  -4.794  -3.882
H  0.902  -4.113  -11.995
H  8.333  -6.055  5.403
H  1.182  -0.260  -1.135
H  1.619  3.427  -6.465
H  -2.066  2.802  -7.333
H  1.129  3.615  -4.125
H  -1.472  -0.374  -6.015
H  8.111  -0.819  0.683

The net charge is 0. As for the energy above the lowest of the compared OMol25 structures with the same formula, charge and spin: 580.6 kJ/mol. The SMILES is CC1(C)CCCC(C)(C)N1O.COC[C@H](C)N.COC[C@H](C)N.COC[C@H](C)N.COCCNCCOC.COCCNCCOC.COCCNCCOC.COCCNCCOC. The HOMO energy is -7.8 eV. Its frontier orbital gap is 8.09 eV.

---

No. 4
Entry from OMol25: 2 unconnected molecules or ions with the total composition C4H6N2O (ωB97M-V with the def2-TZVPD basis set).

CARTESIAN COORDINATES (ANGSTROEM)
O  0.256  1.127  0.467
N  2.118  1.027  -0.897
N  -1.890  -2.919  -0.415
C  -1.624  -1.816  -0.151
C  -0.317  0.007  -0.146
C  -1.235  -0.714  0.772
C  1.483  1.574  0.040
H  1.776  2.455  0.624
H  -1.430  -0.633  -1.182
H  -2.173  -0.163  0.898
H  2.990  1.512  -1.094
H  -0.857  -0.991  1.764
H  0.390  -0.485  -0.787

The net charge is 0. As for the energy above the lowest of the compared OMol25 structures with the same formula, charge and spin: 519.8 kJ/mol. The HOMO energy is -9.0 eV. Its frontier orbital gap is 8.68 eV.

---

No. 5
Entry from OMol25: C7H14N2O4 in the gas phase (ωB97M-V with the def2-TZVPD basis set).

CARTESIAN COORDINATES (ANGSTROEM)
O  -0.874  -1.109  -0.001
O  1.959  -1.591  -4.142
O  -2.133  2.026  4.352
O  -2.806  2.098  2.124
N  0.593  1.514  3.448
N  1.510  -0.172  -1.546
C  -1.886  1.868  2.950
C  0.722  -1.341  -1.924
C  0.655  -1.508  -3.469
C  -0.461  1.557  2.421
C  -0.533  0.264  1.777
C  -0.841  0.183  0.454
C  -0.790  -1.365  -1.367
H  -0.821  0.979  -0.253
H  -1.293  -0.555  -1.939
H  0.943  2.454  3.635
H  0.037  -2.358  -3.770
H  -0.184  -0.611  2.238
H  -1.333  1.627  4.792
H  0.179  -0.571  -3.864
H  -1.089  -2.383  -1.545
H  1.863  -0.273  -0.602
H  2.328  -0.203  -2.132
H  -0.213  2.488  1.911
H  1.250  -2.267  -1.552
H  1.862  -1.714  -5.108
H  1.356  0.962  3.113

The net charge is 0. As for the energy above the lowest of the compared OMol25 structures with the same formula, charge and spin: 275.3 kJ/mol. The SMILES is N[C@H](CO)CO/C=C/[C@H](N)C(=O)O. The HOMO energy is -8.6 eV. Its frontier orbital gap is 9.30 eV.

---

Look up the frontier orbital gap of the third one. 8.09 eV